<w>
Density functional theory data (ωB97M-V/def2-TZVPD) for the molecule C27H36N2O6.

Properties
* SMILES string: CCCCN(C)C(=O)[C@H]1CCC(=O)N(c2cc(OC)c(OC)c(OC)c2)[C@@H]1c1ccc(OC)cc1
* Kohn-Sham gap: 8.59 eV
* molecular weight: 484.59 g/mol
* LUMO energy: 0.6 eV

Structure (ORCA input):
```
! RIJCOSX wB97M-V def2-TZVPD def2/J DEFGRID3
* xyz 0 1
C -2.495 1.027 -3.524
C -3.942 0.724 -3.150
C -4.206 0.820 -1.648
H -3.874 1.793 -1.280
H -5.281 0.753 -1.467
C -3.505 -0.292 -0.858
N -3.745 -0.191 0.566
C -3.096 0.621 1.429
O -3.387 0.659 2.613
C -1.953 1.497 0.914
C -2.180 2.954 1.353
C -0.966 3.516 2.091
C 0.339 3.133 1.429
O 1.203 3.939 1.152
N 0.461 1.791 1.211
C 1.720 1.240 0.880
C 2.457 1.781 -0.166
C 3.701 1.257 -0.475
C 4.203 0.135 0.215
C 3.459 -0.393 1.274
C 2.233 0.185 1.609
H 1.702 -0.235 2.446
O 3.794 -1.440 2.075
C 5.034 -2.100 1.945
H 5.872 -1.403 2.001
H 5.074 -2.793 2.785
H 5.095 -2.664 1.011
O 5.440 -0.391 -0.122
C 5.531 -0.944 -1.420
H 4.787 -1.736 -1.564
H 5.403 -0.185 -2.193
H 6.532 -1.369 -1.489
O 4.505 1.761 -1.455
C 4.140 2.982 -2.054
H 3.960 3.757 -1.304
H 3.250 2.870 -2.683
H 4.986 3.266 -2.678
H 2.061 2.624 -0.702
C -0.658 0.916 1.533
C -0.485 -0.479 0.986
C -0.092 -0.691 -0.333
C 0.011 -1.967 -0.841
C -0.294 -3.073 -0.045
C -0.708 -2.866 1.265
C -0.798 -1.579 1.767
H -1.123 -1.434 2.786
H -0.957 -3.695 1.909
O -0.162 -4.289 -0.642
C -0.411 -5.444 0.122
H 0.257 -5.504 0.987
H -1.451 -5.486 0.462
H -0.217 -6.285 -0.542
H 0.328 -2.139 -1.857
H 0.157 0.150 -0.963
H -0.803 0.861 2.622
H -1.018 4.603 2.147
H -0.944 3.122 3.110
H -3.045 3.005 2.016
H -2.388 3.570 0.476
H -1.850 1.454 -0.168
C -4.830 -1.003 1.075
H -5.756 -0.778 0.543
H -4.957 -0.778 2.132
H -4.595 -2.063 0.956
H -3.890 -1.262 -1.185
H -2.433 -0.292 -1.053
H -4.207 -0.276 -3.501
H -4.594 1.437 -3.661
H -1.819 0.274 -3.129
H -2.198 2.000 -3.137
H -2.384 1.044 -4.606
*
```

<x>
Density functional theory data (ωB97M-V/def2-TZVPD) for the molecule C27H36N2O6.

Properties
* SMILES string: CCCCN(C)C(=O)[C@H]1CCC(=O)N(c2cc(OC)c(OC)c(OC)c2)[C@@H]1c1ccc(OC)cc1
* Kohn-Sham gap: 8.81 eV
* molecular weight: 484.59 g/mol
* LUMO energy: 0.7 eV

Structure (ORCA input):
```
! RIJCOSX wB97M-V def2-TZVPD def2/J DEFGRID3
* xyz 0 1
C -6.841 -1.652 1.358
C -6.017 -0.821 0.382
C -4.756 -0.270 1.044
H -5.035 0.327 1.915
H -4.154 -1.109 1.395
C -3.927 0.621 0.110
N -3.485 -0.052 -1.097
C -2.469 -0.938 -1.187
O -2.165 -1.461 -2.246
C -1.665 -1.266 0.069
C -1.641 -2.773 0.310
C -0.816 -3.040 1.559
C 0.587 -2.466 1.470
O 1.515 -2.956 2.084
N 0.748 -1.360 0.702
C 2.090 -0.937 0.446
C 2.606 0.193 1.035
C 3.914 0.607 0.764
C 4.709 -0.146 -0.106
C 4.163 -1.300 -0.706
C 2.863 -1.686 -0.432
H 2.435 -2.568 -0.877
O 4.986 -1.970 -1.563
C 4.503 -3.137 -2.183
H 3.641 -2.924 -2.823
H 5.324 -3.503 -2.797
H 4.232 -3.900 -1.446
O 5.998 0.254 -0.415
C 7.029 -0.637 -0.032
H 7.960 -0.117 -0.252
H 6.977 -0.860 1.040
H 6.988 -1.570 -0.596
O 4.255 1.754 1.405
C 5.551 2.303 1.306
H 6.304 1.646 1.749
H 5.507 3.232 1.875
H 5.823 2.517 0.271
H 2.030 0.783 1.727
C -0.235 -0.768 -0.196
C -0.222 0.738 -0.087
C -0.055 1.534 -1.206
C -0.092 2.916 -1.117
C -0.297 3.526 0.114
C -0.466 2.728 1.248
C -0.430 1.356 1.144
H -0.549 0.750 2.032
H -0.620 3.214 2.198
O -0.356 4.870 0.323
C -0.144 5.730 -0.770
H -0.910 5.599 -1.541
H -0.209 6.740 -0.367
H 0.846 5.581 -1.212
H 0.045 3.501 -2.013
H 0.101 1.072 -2.170
H 0.032 -1.052 -1.226
H -1.301 -2.596 2.434
H -0.715 -4.109 1.751
H -1.206 -3.270 -0.558
H -2.658 -3.151 0.437
H -2.057 -0.772 0.955
C -4.167 0.323 -2.319
H -5.241 0.165 -2.227
H -3.777 -0.295 -3.125
H -3.977 1.374 -2.549
H -4.543 1.465 -0.206
H -3.067 1.033 0.647
H -6.625 0.007 0.011
H -5.734 -1.445 -0.468
H -6.259 -2.494 1.728
H -7.732 -2.040 0.872
H -7.148 -1.049 2.210
*
```

The relative energies come out as <w> 2.2; <x> 0.0, with values in kcal/mol.

<w>
Density functional theory data (ωB97M-V/def2-TZVPD) for a structure of composition C3H3Br2N.

Properties
* Kohn-Sham gap (alpha / beta): 8.81 / 8.81 eV
* molecular weight: 212.87 g/mol
* LUMO energy (alpha / beta): -1.7 / -1.7 eV

Structure (ORCA input):
```
! RIJCOSX wB97M-V def2-TZVPD def2/J DEFGRID3
* xyz 0 1
C 2.006 0.293 -0.280
C -0.988 -0.503 -0.420
C -0.160 0.431 0.406
N 3.022 -0.213 -0.254
Br 0.177 -0.009 2.154
Br -0.467 2.355 0.153
H -0.830 -1.484 -0.102
H -0.719 -0.605 -1.457
H -2.042 -0.266 -0.201
*
```

<x>
Density functional theory data (ωB97M-V/def2-TZVPD) for a structure of composition C3H3Br2N.

Properties
* Kohn-Sham gap (alpha / beta): 9.03 / 7.95 eV
* molecular weight: 212.87 g/mol
* LUMO energy (alpha / beta): -0.9 / -0.6 eV

Structure (ORCA input):
```
! RIJCOSX wB97M-V def2-TZVPD def2/J DEFGRID3
* xyz 0 1
C -1.034 0.226 -0.692
C 0.238 -0.555 -0.515
C -0.013 -0.122 0.929
N -1.222 0.474 0.574
Br 1.830 0.097 -1.419
Br 0.377 -0.963 2.517
H -1.602 0.562 -1.535
H 0.172 -1.628 -0.696
H 1.254 1.909 0.837
*
```

The relative energies come out as <w> 0.0; <x> 43.2, with values in kcal/mol.

<w>
Density functional theory data (ωB97M-V/def2-TZVPD) for a cluster of 2 separate species, C11H15N in total.

Properties
* Kohn-Sham gap (alpha / beta): 9.18 / 6.39 eV
* molecular weight: 161.25 g/mol
* LUMO energy (alpha / beta): -3.9 / -7.0 eV

Structure (ORCA input):
```
! RIJCOSX wB97M-V def2-TZVPD def2/J DEFGRID3
* xyz 1 2
C 1.052 -2.915 -0.564
C -0.309 -0.959 0.345
C 0.503 -1.521 -0.643
C -0.313 0.418 -1.436
C 0.555 -0.651 -1.761
C -0.565 1.463 -2.297
C 1.372 -0.613 -2.908
C 0.298 1.533 -3.415
C 1.264 0.566 -3.646
N -0.763 0.261 -0.109
H -0.538 -1.014 1.396
H -1.576 0.791 0.169
H 1.701 -3.060 -1.429
H 0.318 -3.606 -0.972
H -1.137 2.316 -1.952
H 2.273 -1.173 -3.086
H 0.104 2.234 -4.217
H 1.849 0.592 -4.555
H 1.486 -3.173 0.391
C -1.132 0.920 3.068
C -0.826 1.249 4.538
H -1.973 1.469 2.671
H -0.136 0.992 2.631
H -1.477 -0.126 2.979
H 0.068 0.708 4.880
H -1.535 0.996 5.323
H -0.561 2.304 4.598
*
```

<x>
Density functional theory data (ωB97M-V/def2-TZVPD) for a cluster of 2 separate species, C11H15N in total.

Properties
* Kohn-Sham gap (alpha / beta): 9.23 / 6.61 eV
* molecular weight: 161.25 g/mol
* LUMO energy (alpha / beta): -3.7 / -6.9 eV

Structure (ORCA input):
```
! RIJCOSX wB97M-V def2-TZVPD def2/J DEFGRID3
* xyz 1 2
C 2.864 -1.141 -1.595
C 0.306 -1.000 -1.270
C 1.638 -0.983 -0.795
C -0.547 -0.982 -0.143
C 1.542 -0.738 0.604
C -0.270 -0.803 -2.540
C -1.640 -0.655 -2.607
C -2.460 -0.805 -1.485
C -1.913 -1.053 -0.213
N 0.274 -0.765 0.982
H 0.335 -0.934 -3.428
H -2.149 -0.428 -3.529
H -3.520 -0.904 -1.676
H 2.778 -1.953 -2.318
H 3.779 -1.273 -1.026
H 2.325 -0.441 1.284
H 0.050 -0.881 1.962
H -2.421 -0.949 0.733
H 3.011 -0.235 -2.200
C -0.891 1.918 3.035
C -0.099 2.337 1.781
H -1.822 2.466 3.146
H -1.098 0.847 2.993
H -0.300 2.146 3.919
H -0.529 1.864 0.894
H 0.902 1.941 1.906
H -0.145 3.403 1.586
*
```

The relative energies come out as <w> 18.0; <x> 0.0, with values in kcal/mol.

<w>
Density functional theory data (ωB97M-V/def2-TZVPD) for a cluster of 2 separate species, C3H12NO in total.

Properties
* Kohn-Sham gap (alpha / beta): 12.48 / 5.73 eV
* molecular weight: 78.13 g/mol
* LUMO energy (alpha / beta): -8.2 / -14.9 eV

Structure (ORCA input):
```
! RIJCOSX wB97M-V def2-TZVPD def2/J DEFGRID3
* xyz 2 2
C -0.730 1.336 -1.937
O -1.613 0.844 -0.991
H -0.260 0.404 -2.337
H 0.131 1.819 -1.389
H -1.197 2.027 -2.630
H -2.475 1.337 -1.033
C 1.374 -1.338 0.191
C 0.971 -0.376 1.305
N -0.515 -0.231 1.386
H 0.784 -2.254 0.303
H 2.407 -1.657 0.273
H 1.084 -0.946 -0.781
H 1.396 0.599 1.091
H 1.445 -0.734 2.214
H -0.804 -1.042 1.950
H -0.895 0.611 1.825
H -1.103 -0.399 0.558
*
```

<x>
Density functional theory data (ωB97M-V/def2-TZVPD) for a cluster of 2 separate species, C3H12NO in total.

Properties
* Kohn-Sham gap (alpha / beta): 14.32 / 7.11 eV
* molecular weight: 78.14 g/mol
* LUMO energy (alpha / beta): -7.8 / -14.8 eV

Structure (ORCA input):
```
! RIJCOSX wB97M-V def2-TZVPD def2/J DEFGRID3
* xyz 2 2
C 0.473 2.082 1.536
N -0.726 1.181 1.297
H 1.143 1.524 2.207
H 1.069 2.079 0.627
H 0.149 3.010 1.996
H -1.549 1.341 0.715
H -1.104 0.844 2.203
H -0.286 0.313 0.875
C 0.518 -0.859 -1.263
O 0.589 -0.894 0.129
C -0.560 -1.865 -1.705
H 0.065 0.066 -1.651
H 1.526 -1.069 -1.653
H 1.378 -1.418 0.389
H -0.634 -2.776 -1.097
H -1.580 -1.419 -1.803
H -0.471 -2.140 -2.805
*
```

The relative energies come out as <w> 0.0; <x> 4.8, with values in kcal/mol.

<w>
Density functional theory data (ωB97M-V/def2-TZVPD) for a structure of composition C3H9N3O2.

Properties
* Kohn-Sham gap: 7.65 eV
* molecular weight: 119.12 g/mol
* LUMO energy: -0.9 eV

Structure (ORCA input):
```
! RIJCOSX wB97M-V def2-TZVPD def2/J DEFGRID3
* xyz 0 1
C -1.419 0.149 -1.183
N -1.149 1.097 1.399
C -0.586 -0.540 -0.126
N -0.555 -0.010 1.176
H -1.563 1.645 0.647
H -1.020 1.489 2.322
H -0.812 -1.604 -0.019
H -1.038 1.148 -1.404
H -2.471 0.225 -0.896
H -1.330 -0.422 -2.104
C 1.101 -0.565 -0.567
N 1.764 -1.433 0.328
O 1.266 1.078 0.208
O 1.382 -0.554 -1.751
H 2.125 1.137 0.649
H 2.706 -1.631 0.021
H 1.600 -1.207 1.299
*
```

<x>
Density functional theory data (ωB97M-V/def2-TZVPD) for a cluster of 3 separate species, C3H9N3O2 in total.

Properties
* Kohn-Sham gap (alpha / beta): 8.82 / 7.05 eV
* molecular weight: 119.12 g/mol
* LUMO energy (alpha / beta): -0.7 / -2.0 eV

Structure (ORCA input):
```
! RIJCOSX wB97M-V def2-TZVPD def2/J DEFGRID3
* xyz 0 1
C -0.467 0.266 1.270
C 2.049 0.331 1.340
C 0.814 0.406 0.478
N 0.881 0.589 -0.714
N -0.471 -1.883 -1.394
N -1.684 0.901 -1.975
O -1.520 -1.787 -1.952
O -0.182 -2.046 -0.242
H -1.263 0.158 0.668
H -0.275 -0.675 1.860
H -0.627 1.191 1.885
H 2.006 0.970 2.324
H 2.879 0.810 0.782
H 2.205 -0.765 1.552
H -1.469 0.461 -2.881
H -0.678 1.007 -1.451
H -2.199 0.067 -1.552
*
```

The relative energies come out as <w> 0.0; <x> 64.4, with values in kcal/mol.